Below is C2H2OS2 as an isolated structure, with properties calculated with ωB97M-V/def2-TZVPD.

Output
- Kohn-Sham gap (alpha / beta) (Eh) = 0.24700 / 0.21885
- ΔE to the lowest compared entry with this formula, charge and spin (kJ/mol) = 304.98
- charge = 0
- total energy (a.u.) = -948.8144
- expectation value of S² = 2.010
- spin multiplicity = 3
- HOMO (alpha / beta) (eV) = -6.128 / -9.002
- lowest unoccupied orbital energy (alpha / beta) (eV) = 0.59 / -3.05
- molar mass (g mol⁻¹) = 106.17

Last column: Mulliken charge in e.
Geometry (Å):
C  0.60696  -1.20726  0.05404  -0.075
C  0.68427  0.08085  -0.29550  0.196
O  -0.37070  1.22155  0.19974  -0.467
S  2.11937  -1.86812  -0.61110  -0.124
S  2.24463  0.15734  -1.04117  -0.164
H  -0.09099  -1.96765  0.50292  0.335
H  -0.95045  1.39147  -0.47933  0.298

Below is C9H24F4GaN6O13 as an isolated structure, with properties calculated with ωB97M-V/def2-TZVPD.

Output
- Kohn-Sham gap (Eh) = 0.23401
- charge = -1
- total energy (a.u.) = -3987.7408
- HOMO (eV) = -5.276
- lowest unoccupied orbital energy (eV) = 1.09
- molar mass (g mol⁻¹) = 570.03

Last column: Mulliken charge in e.
Geometry (Å):
O  0.30296  0.45987  5.36595  -0.656
C  0.35441  -0.56558  4.38355  0.080
C  -0.95624  -0.78610  3.64273  -0.416
Ga  -2.62340  -0.02320  4.54658  0.650
F  -2.70090  -0.67699  6.25721  -0.550
C  0.87156  -1.77551  5.14050  0.697
F  2.22336  -1.68306  5.33324  -0.316
F  0.69840  -2.92754  4.46111  -0.290
F  0.33550  -1.94324  6.34435  -0.268
H  -0.18847  1.19362  4.97773  0.331
H  1.15898  -0.32686  3.67448  0.143
H  -1.08981  -1.83665  3.38343  0.453
H  -0.87912  -0.24411  2.69700  -0.114
H  -3.95582  -0.45865  3.77419  -0.367
H  -2.43047  1.58717  4.65113  -0.342
C  3.75842  -2.90028  7.73223  -0.641
N  5.04601  -3.61269  7.95650  0.862
O  5.08367  -4.47731  8.80969  -0.539
O  5.98871  -3.28188  7.26500  -0.537
H  3.02645  -3.30217  8.42160  0.318
H  3.93907  -1.84361  7.90315  0.266
H  3.46800  -3.05612  6.69935  0.257
C  -0.79836  -0.62117  -1.27430  -0.531
N  -0.53284  0.31375  -0.15123  1.025
O  -1.42216  0.57040  0.62361  -0.567
O  0.60086  0.77072  -0.08589  -0.569
H  -1.83669  -0.92823  -1.22797  0.320
H  -0.58686  -0.08110  -2.18992  0.177
H  -0.12307  -1.46069  -1.14889  0.202
C  2.70698  -4.62866  -0.56039  -0.706
N  1.85255  -4.20883  -1.70673  0.852
O  1.98714  -4.78264  -2.76569  -0.526
O  1.06938  -3.30735  -1.48887  -0.540
H  3.34994  -5.43364  -0.89436  0.289
H  3.27147  -3.75565  -0.24725  0.287
H  2.03944  -4.94082  0.23713  0.294
C  -1.78350  1.60301  -5.79903  -0.657
N  -1.96568  0.37576  -4.97721  0.902
O  -1.00278  -0.02176  -4.34779  -0.552
O  -3.06061  -0.14293  -4.97637  -0.549
H  -0.76513  1.94222  -5.66015  0.319
H  -1.99305  1.35053  -6.83344  0.307
H  -2.49677  2.33390  -5.43044  0.218
C  0.30450  3.38615  -1.78080  -0.694
N  -0.49209  4.02854  -2.86179  0.891
O  -0.35444  3.62307  -4.00352  -0.527
O  -1.24306  4.92362  -2.54088  -0.544
H  0.90983  2.60331  -2.21984  0.322
H  0.90696  4.16591  -1.32470  0.313
H  -0.39366  2.99066  -1.04967  0.226
C  -3.13185  4.80307  -7.60069  -0.642
N  -2.37522  4.20367  -8.73591  0.890
O  -2.17418  3.00536  -8.72086  -0.519
O  -2.00596  4.96269  -9.60567  -0.542
H  -3.40295  4.01144  -6.91382  0.225
H  -2.48271  5.53830  -7.13488  0.293
H  -4.00666  5.28829  -8.02247  0.293

Please write out number 1 again, unchanged.
Below is C2H2OS2 as an isolated structure, with properties calculated with ωB97M-V/def2-TZVPD.

Output
- Kohn-Sham gap (alpha / beta) (Eh) = 0.24700 / 0.21885
- ΔE to the lowest compared entry with this formula, charge and spin (kJ/mol) = 304.98
- charge = 0
- total energy (a.u.) = -948.8144
- expectation value of S² = 2.010
- spin multiplicity = 3
- HOMO (alpha / beta) (eV) = -6.128 / -9.002
- lowest unoccupied orbital energy (alpha / beta) (eV) = 0.59 / -3.05
- molar mass (g mol⁻¹) = 106.17

Last column: Mulliken charge in e.
Geometry (Å):
C  0.60696  -1.20726  0.05404  -0.075
C  0.68427  0.08085  -0.29550  0.196
O  -0.37070  1.22155  0.19974  -0.467
S  2.11937  -1.86812  -0.61110  -0.124
S  2.24463  0.15734  -1.04117  -0.164
H  -0.09099  -1.96765  0.50292  0.335
H  -0.95045  1.39147  -0.47933  0.298

The lowest molar mass belongs to which entry? C2H2OS2

Which of these has the highest charge? C2H2OS2

molar mass of number 1 (C2H2OS2)? 106.17 g mol⁻¹